[1]
This record from OMol25 describes a single C13H20N2O4S molecule. The level of theory is the ωB97M-V functional and the def2-TZVPD basis.

Calculated values
Structure (SMILES): CCCCCCCc1c(O)nc(SCC(=O)O)[nH]c1=O
Orbital gap (eV): 9.0
Maximum force (eV/Å): 0.95

Structure (ORCA input):
```
! RIJCOSX wB97M-V def2-TZVPD def2/J DEFGRID3
* xyz 0 1
C 5.50 0.27 1.62
C 5.33 -0.61 0.40
C 4.56 0.06 -0.74
C 3.12 0.47 -0.40
C 2.22 -0.71 -0.06
C 0.78 -0.30 0.21
C 0.03 0.15 -1.05
C -1.38 0.53 -0.72
C -2.41 -0.37 -0.75
O -2.24 -1.65 -1.09
N -3.69 -0.03 -0.43
C -3.95 1.18 -0.08
S -5.61 1.52 0.35
C -6.28 -0.11 -0.10
C -5.39 -1.25 0.36
O -5.21 -2.26 -0.28
O -5.03 -1.12 1.64
N -3.01 2.14 -0.01
C -1.65 1.89 -0.32
O -0.86 2.80 -0.24
H 5.96 1.22 1.34
H 4.55 0.48 2.09
H 6.14 -0.21 2.35
H 6.32 -0.89 0.02
H 4.83 -1.54 0.68
H 4.54 -0.61 -1.59
H 5.11 0.96 -1.04
H 3.13 1.17 0.44
H 2.72 1.01 -1.26
H 2.61 -1.22 0.82
H 2.24 -1.43 -0.89
H 0.24 -1.15 0.65
H 0.76 0.51 0.94
H 0.52 1.02 -1.47
H 0.03 -0.66 -1.77
H -3.10 -2.10 -1.07
H -7.24 -0.18 0.40
H -6.41 -0.16 -1.18
H -4.52 -1.89 1.94
H -3.24 3.08 0.27
*
```

=====

[2]
This record from OMol25 describes C32H37CdF3Ge2N7 as an isolated structure. The level of theory is the ωB97M-V functional and the def2-TZVPD basis.

Calculated values
Orbital gap (eV): 7.4
Maximum force (eV/Å): 0.56

Structure (ORCA input):
```
! RIJCOSX wB97M-V def2-TZVPD def2/J DEFGRID3
* xyz 1 1
Cd 0.97 0.59 -0.86
C -0.30 1.41 3.86
C 0.04 1.34 2.37
Ge 0.86 -0.38 1.91
C 2.76 -0.42 2.41
C 2.92 -0.68 3.91
C -0.08 -1.85 2.73
C -0.65 -2.66 1.82
Ge -0.24 -1.92 0.06
C 0.95 -2.96 -1.11
C 0.40 -4.32 -1.56
C -1.74 -1.13 -0.94
C -2.88 -2.09 -1.26
C -1.47 -3.87 2.08
C -2.01 -4.60 1.03
C -2.77 -5.74 1.26
C -3.00 -6.16 2.56
C -2.46 -5.44 3.63
C -1.71 -4.30 3.39
H -0.79 2.36 4.09
H 0.59 1.35 4.50
H -0.98 0.61 4.16
H 0.72 2.14 2.07
H -0.86 1.45 1.76
H 3.21 0.54 2.12
H 3.27 -1.20 1.84
H 2.45 0.10 4.51
H 3.97 -0.71 4.19
H 2.48 -1.64 4.19
H -0.17 -2.02 3.81
H 1.89 -3.10 -0.58
H 1.15 -2.33 -1.98
H 0.27 -5.00 -0.71
H 1.09 -4.80 -2.26
H -0.56 -4.23 -2.07
H -1.33 -0.71 -1.86
H -2.10 -0.29 -0.35
H -2.55 -2.95 -1.85
H -3.66 -1.58 -1.83
H -3.35 -2.48 -0.35
H -1.83 -4.28 0.01
H -3.18 -6.29 0.43
H -3.59 -7.05 2.75
H -2.64 -5.76 4.64
H -1.30 -3.75 4.23
N -0.56 0.08 -5.92
N 0.46 0.11 -5.01
N 1.72 0.07 -5.37
C 2.33 0.03 -4.19
N 1.45 0.04 -3.18
N 0.25 0.09 -3.74
H -0.23 0.47 -6.79
H -1.36 0.56 -5.53
H 3.40 -0.02 -4.08
N 8.67 0.69 -0.74
C 7.52 0.66 -0.75
C 6.08 0.62 -0.76
C 5.34 1.79 -0.88
C 3.96 1.70 -0.88
N 3.32 0.53 -0.77
C 4.03 -0.59 -0.65
C 5.41 -0.60 -0.65
H 5.83 2.75 -0.97
H 3.35 2.59 -0.97
H 3.47 -1.52 -0.57
H 5.96 -1.53 -0.55
F -4.48 8.39 0.28
C -4.93 7.37 -0.47
F -5.18 7.88 -1.69
F -6.11 6.99 0.04
C -3.94 6.25 -0.54
C -2.68 6.51 -1.05
C -1.74 5.49 -1.14
C -2.07 4.20 -0.71
C -3.34 3.95 -0.20
C -4.28 4.97 -0.12
C -1.11 3.13 -0.80
C -0.29 2.25 -0.89
H -2.42 7.51 -1.37
H -0.76 5.69 -1.53
H -3.60 2.95 0.13
H -5.27 4.78 0.28
*
```

=====

[3]
This record from OMol25 describes C29H42BrCl2NORuS3Si2Te as an isolated structure. The level of theory is the ωB97M-V functional and the def2-TZVPD basis.

Calculated values
Orbital gap (spin up / spin down) (eV): 6.9 / 7.2
Maximum force (eV/Å): 0.97

Structure (ORCA input):
```
! RIJCOSX wB97M-V def2-TZVPD def2/J DEFGRID3
* xyz 1 2
Ru 0.90 0.83 -0.25
C 2.71 4.43 -0.68
C 3.67 3.43 -0.05
S 3.35 1.68 -0.29
C 3.63 1.44 -2.06
C 2.52 1.93 -2.98
S 0.86 1.30 -2.50
C -0.24 2.74 -2.65
C 0.27 4.06 -2.07
S 0.99 3.95 -0.41
H 2.90 4.54 -1.75
H 2.87 5.41 -0.23
H 3.66 3.54 1.04
H 4.69 3.62 -0.38
H 3.76 0.36 -2.15
H 4.57 1.90 -2.34
H 2.70 1.55 -3.99
H 2.48 3.01 -3.05
H -1.13 2.40 -2.13
H -0.49 2.88 -3.70
H -0.57 4.75 -2.03
H 1.02 4.51 -2.72
Cl 2.86 -3.84 1.01
C 2.10 -2.66 2.02
C 1.70 -3.04 3.31
C 1.09 -2.15 4.15
Cl 0.62 -2.64 5.74
C 0.84 -0.82 3.71
C 0.23 0.17 4.50
C 0.06 1.43 3.98
C 0.45 1.67 2.66
N 1.00 0.76 1.88
C 1.24 -0.48 2.41
C 1.91 -1.39 1.54
O 2.29 -0.96 0.35
H 1.88 -4.06 3.64
H -0.09 -0.06 5.50
H -0.38 2.22 4.56
H 0.31 2.66 2.22
C -2.97 -3.31 -1.41
Si -1.99 -3.00 -2.97
C -0.79 -4.40 -3.27
C -3.12 -2.75 -4.43
C -1.00 -1.40 -2.74
Te 0.46 -1.56 -1.18
C 1.96 -1.86 -2.66
Si 3.60 -2.83 -2.51
C 4.32 -2.62 -4.22
C 3.19 -4.64 -2.23
C 4.83 -2.14 -1.29
H -3.36 -4.34 -1.40
H -3.83 -2.64 -1.34
H -2.37 -3.20 -0.51
H -1.33 -5.33 -3.43
H -0.13 -4.55 -2.41
H -0.17 -4.22 -4.15
H -3.77 -3.61 -4.58
H -2.56 -2.59 -5.35
H -3.77 -1.88 -4.28
H -1.67 -0.58 -2.49
H -0.46 -1.14 -3.65
H 2.18 -0.88 -3.09
H 1.38 -2.39 -3.42
H 3.68 -3.03 -5.00
H 5.28 -3.14 -4.28
H 4.51 -1.57 -4.45
H 3.18 -5.17 -3.18
H 2.21 -4.78 -1.77
H 3.93 -5.12 -1.59
H 5.56 -1.51 -1.81
H 5.38 -2.95 -0.82
H 4.36 -1.56 -0.50
Br -5.75 2.11 0.22
C -3.91 1.68 0.19
C -2.97 2.64 0.47
C -1.61 2.32 0.42
C -1.13 1.05 0.07
C -2.15 0.10 -0.14
C -3.50 0.39 -0.08
H -3.27 3.65 0.73
H -0.94 3.12 0.68
H -1.91 -0.95 -0.28
H -4.24 -0.39 -0.24
*
```

=====

[4]
This record from OMol25 describes a single C4H8OS molecule in a non-equilibrium geometry. The level of theory is the ωB97M-V functional and the def2-TZVPD basis.

Calculated values
Structure (SMILES): C[C@@H]1[C@H](O)[C@@H]1S
Orbital gap (eV): 9.5
Maximum force (eV/Å): 3.36

Structure (ORCA input):
```
! RIJCOSX wB97M-V def2-TZVPD def2/J DEFGRID3
* xyz 0 1
C 1.29 -1.02 0.47
C -0.22 -0.73 0.53
C -0.80 -0.13 -0.70
O -0.01 0.11 -1.81
C -0.73 0.63 0.60
S 0.42 1.96 0.79
H 1.55 -1.96 -0.06
H 1.62 -1.04 1.51
H 1.72 -0.17 0.00
H -0.84 -1.50 0.95
H -1.80 -0.42 -0.98
H -0.52 0.75 -2.35
H -1.60 0.75 1.24
H -0.07 2.77 -0.17
*
```

=====

[5]
This record from OMol25 describes CH2LiO4 as an isolated structure in a non-equilibrium geometry. The level of theory is the ωB97M-V functional and the def2-TZVPD basis.

Calculated values
Orbital gap (eV): 5.6
Maximum force (eV/Å): 1.70

Structure (ORCA input):
```
! RIJCOSX wB97M-V def2-TZVPD def2/J DEFGRID3
* xyz -1 1
O 0.88 -1.21 -0.14
C 1.41 -0.04 -0.09
O 2.66 0.12 0.04
O 0.63 1.01 -0.16
Li -0.92 -1.46 -0.01
H -0.68 0.70 -0.13
O -1.74 0.21 -0.09
H -2.23 0.68 0.59
*
```